# 1
Entry from the OMol25 dataset: a cluster of 7 separate species, C49H114N6O3P in total (wB97M-V/def2-TZVPD).

Structure (XYZ):
```
173
Properties=species:S:1:pos:R:3
N 0.10 -4.84 5.92
H -0.62 -5.36 6.42
H 0.32 -5.30 5.03
H 0.95 -4.80 6.51
H -0.23 -3.89 5.74
N 3.05 -5.33 8.76
O 3.02 -4.50 9.70
O 3.83 -6.29 8.85
O 2.41 -5.14 7.69
C 6.28 7.61 9.91
C 5.23 6.50 9.76
C 5.91 5.12 9.81
C 4.85 4.02 9.79
P 5.56 2.36 9.58
C 6.66 2.03 10.98
C 5.93 1.87 12.32
C 6.83 1.85 13.55
C 6.00 1.96 14.84
C 4.25 1.08 9.52
C 4.62 -0.27 8.89
C 3.44 -1.27 8.95
C 2.12 -0.68 8.51
C 6.52 2.22 8.07
C 5.81 2.58 6.74
C 5.71 4.07 6.42
C 5.46 4.30 4.93
H 5.77 8.57 10.01
H 6.98 7.63 9.08
H 6.84 7.47 10.84
H 4.83 6.62 8.75
H 4.42 6.63 10.48
H 6.54 5.04 10.69
H 6.49 5.09 8.89
H 4.14 4.12 8.96
H 4.27 3.97 10.72
H 7.41 2.82 10.95
H 7.17 1.08 10.77
H 5.25 1.01 12.27
H 5.21 2.69 12.45
H 7.50 2.70 13.45
H 7.44 0.94 13.62
H 5.06 2.47 14.69
H 6.55 2.58 15.56
H 5.84 0.98 15.30
H 3.42 1.57 9.01
H 3.86 0.96 10.54
H 5.41 -0.68 9.54
H 5.04 -0.14 7.89
H 3.40 -1.63 9.98
H 3.68 -2.12 8.30
H 2.17 -0.18 7.54
H 1.72 -0.02 9.28
H 1.39 -1.49 8.38
H 6.88 1.19 8.00
H 7.44 2.80 8.19
H 4.77 2.23 6.82
H 6.35 2.09 5.94
H 6.61 4.62 6.72
H 4.93 4.58 7.01
H 6.22 3.75 4.36
H 5.58 5.34 4.65
H 4.47 3.97 4.62
C 1.71 -8.69 10.81
C 1.53 -10.22 10.84
C 2.55 -10.95 9.96
C 2.21 -10.85 8.49
N 3.31 -11.25 7.57
C 4.48 -10.28 7.57
C 4.13 -9.18 6.56
C 3.41 -10.00 5.45
C 2.77 -11.21 6.15
C 3.80 -12.64 7.86
H 1.77 -8.32 9.78
H 2.58 -8.37 11.39
H 0.83 -8.21 11.23
H 0.53 -10.43 10.44
H 1.55 -10.54 11.87
H 2.51 -11.99 10.29
H 3.57 -10.61 10.20
H 1.91 -9.83 8.24
H 1.38 -11.52 8.26
H 5.32 -10.84 7.16
H 4.61 -9.89 8.58
H 5.07 -8.91 6.09
H 3.54 -8.38 6.98
H 4.11 -10.31 4.68
H 2.67 -9.37 4.96
H 2.98 -12.10 5.57
H 1.69 -11.13 6.21
H 4.14 -12.71 8.88
H 4.48 -12.95 7.07
H 2.93 -13.30 7.82
C 7.32 -7.35 4.17
C 7.03 -6.08 4.96
C 6.17 -5.13 4.16
N 6.00 -3.76 4.81
C 5.36 -3.92 6.17
C 5.12 -2.92 3.94
C 5.49 -1.49 4.24
C 6.93 -1.54 4.79
C 7.31 -3.02 4.85
H 8.11 -7.91 4.67
H 7.71 -7.13 3.18
H 6.43 -7.97 4.05
H 7.97 -5.65 5.30
H 6.50 -6.35 5.88
H 5.17 -5.53 4.00
H 6.56 -4.89 3.17
H 6.01 -4.28 6.95
H 4.50 -4.57 6.02
H 4.99 -2.91 6.37
H 4.07 -3.20 4.02
H 5.45 -3.14 2.92
H 4.87 -0.98 4.99
H 5.40 -0.81 3.39
H 6.98 -1.11 5.79
H 7.66 -0.97 4.22
H 7.79 -3.28 5.79
H 7.97 -3.34 4.05
C -3.35 -7.15 13.03
C -2.53 -6.33 12.05
C -1.71 -5.24 12.70
N -1.00 -4.34 11.74
C 0.06 -5.05 10.97
C -0.31 -3.18 12.45
C -0.26 -2.01 11.48
C -1.12 -2.42 10.27
C -1.92 -3.61 10.80
H -2.71 -7.51 13.84
H -3.83 -7.96 12.50
H -4.11 -6.54 13.51
H -3.18 -5.90 11.28
H -1.85 -7.01 11.51
H -0.96 -5.68 13.37
H -2.31 -4.58 13.33
H 0.70 -4.38 10.39
H -0.43 -5.78 10.33
H 0.74 -5.55 11.65
H 0.60 -3.56 12.91
H -0.99 -2.91 13.26
H 0.75 -1.73 11.15
H -0.62 -1.11 11.98
H -0.45 -2.71 9.46
H -1.84 -1.66 9.99
H -2.30 -4.23 10.00
H -2.75 -3.30 11.43
C 2.91 -1.67 14.83
C 4.05 -2.18 13.94
C 3.95 -3.67 13.62
N 5.24 -4.26 13.09
C 5.88 -3.39 12.09
C 4.92 -5.61 12.42
C 4.74 -6.57 13.58
C 5.62 -6.01 14.71
C 6.14 -4.67 14.20
H 2.83 -2.28 15.72
H 1.97 -1.69 14.27
H 3.16 -0.64 15.06
H 5.02 -1.97 14.40
H 3.99 -1.63 12.99
H 3.25 -3.77 12.79
H 3.72 -4.24 14.52
H 6.81 -3.86 11.76
H 6.18 -2.46 12.59
H 5.18 -3.14 11.30
H 5.89 -5.82 11.96
H 4.13 -5.49 11.69
H 5.12 -7.54 13.26
H 3.71 -6.82 13.84
H 6.46 -6.64 14.99
H 5.06 -5.94 15.64
H 7.17 -4.70 13.85
H 6.20 -3.91 14.98
```

HOMO-LUMO gap: 8.70 eV
charge: +5
LUMO level: -10.52 eV
molar mass: 866.5 g/mol
HOMO energy: -0.7062 Eh

# 2
Entry from the OMol25 dataset: a structure of composition C49H31Br2F15GeMnN2OPSSi (wB97M-V/def2-TZVPD).

Structure (XYZ):
```
105
Properties=species:S:1:pos:R:3
Mn -0.48 -0.94 0.33
N -0.53 -0.97 2.53
C 0.69 -1.21 3.26
C 0.74 -1.10 4.64
C 1.94 -1.26 5.32
C 3.10 -1.52 4.61
C 3.05 -1.66 3.23
C 1.85 -1.52 2.54
P 1.62 -1.81 0.75
C 3.24 -1.31 0.02
C 3.33 -0.09 -0.63
C 4.52 0.32 -1.21
C 5.65 -0.49 -1.15
C 5.57 -1.71 -0.50
C 4.38 -2.13 0.07
C 1.83 -3.63 0.64
C 1.86 -4.18 -0.64
C 2.00 -5.54 -0.83
C 2.09 -6.39 0.27
C 2.04 -5.86 1.55
C 1.91 -4.49 1.74
H -0.79 0.01 2.63
H -1.30 -1.54 2.89
H -0.17 -0.87 5.19
H 1.97 -1.17 6.39
H 4.05 -1.63 5.13
H 3.96 -1.87 2.67
H 2.46 0.55 -0.68
H 4.57 1.28 -1.72
H 6.58 -0.17 -1.60
H 6.44 -2.36 -0.46
H 4.33 -3.10 0.55
H 1.78 -3.52 -1.50
H 2.02 -5.95 -1.83
H 2.19 -7.46 0.13
H 2.10 -6.52 2.41
H 1.87 -4.09 2.74
Br -5.40 0.34 0.31
C -4.21 0.04 -1.12
C -4.70 0.05 -2.43
C -3.87 -0.14 -3.50
Br -4.59 -0.06 -5.26
C -2.49 -0.37 -3.31
C -1.52 -0.51 -4.33
C -0.21 -0.71 -4.00
C 0.15 -0.83 -2.65
N -0.72 -0.72 -1.68
C -2.02 -0.45 -1.98
C -2.87 -0.22 -0.83
O -2.35 -0.26 0.33
H -5.75 0.24 -2.60
H -1.83 -0.44 -5.37
H 0.55 -0.81 -4.76
H 1.18 -1.01 -2.36
F -1.70 2.85 -2.11
C -2.52 3.46 -1.25
C -2.10 3.69 0.05
C -3.00 4.35 0.87
F -2.68 4.69 2.13
C -4.26 4.74 0.44
F -5.10 5.37 1.26
C -4.63 4.51 -0.87
F -5.83 4.90 -1.31
C -3.75 3.88 -1.73
F -4.10 3.69 -3.01
Ge -0.21 3.26 0.47
S 0.48 1.28 0.84
C 0.29 4.18 2.17
C 1.26 5.15 2.30
F 1.87 5.67 1.23
C 1.68 5.63 3.53
F 2.62 6.57 3.62
C 1.12 5.11 4.69
F 1.52 5.56 5.88
C 0.16 4.12 4.60
F -0.37 3.61 5.71
C -0.23 3.67 3.35
F -1.14 2.69 3.32
C 0.62 4.29 -1.01
C 1.40 3.75 -2.01
F 1.70 2.44 -2.03
C 1.91 4.51 -3.06
F 2.67 3.95 -4.01
C 1.62 5.85 -3.12
F 2.09 6.60 -4.12
C 0.82 6.43 -2.15
F 0.54 7.74 -2.21
C 0.34 5.64 -1.12
F -0.43 6.24 -0.20
C -1.21 -4.03 -2.57
Si -2.00 -4.03 -0.86
C -3.84 -3.71 -1.16
C -1.87 -5.82 -0.26
C -1.31 -2.89 0.43
H -1.61 -4.87 -3.15
H -0.12 -4.13 -2.54
H -1.44 -3.12 -3.13
H -4.22 -4.33 -1.98
H -4.03 -2.67 -1.40
H -4.41 -3.95 -0.26
H -2.30 -6.53 -0.97
H -2.39 -5.94 0.70
H -0.82 -6.10 -0.10
H -0.69 -3.53 1.08
H -2.20 -2.63 1.04
```

HOMO-LUMO gap (spin up / spin down): 6.74 / 6.38 eV
charge: -1
LUMO level (spin up / spin down): 2.08 / 2.08 eV
molar mass: 1327.3 g/mol
HOMO energy (spin up / spin down): -0.1710 / -0.1578 Eh
2S+1: 2

# 3
Entry from the OMol25 dataset: a structure of composition C49H33Br3MgN4O4P2Se2 (wB97M-V/def2-TZVPD).

Structure (XYZ):
```
98
Properties=species:S:1:pos:R:3
Mg -0.10 0.43 -0.46
Br -2.61 -0.76 0.09
C -3.42 0.92 0.54
C -4.63 0.87 1.14
C -5.31 2.08 1.42
C -4.75 3.26 1.05
C -3.48 3.31 0.42
C -2.91 4.55 0.03
C -1.68 4.57 -0.55
C -0.95 3.37 -0.74
C -1.43 2.12 -0.39
C -2.74 2.12 0.17
H -5.07 -0.08 1.41
H -6.27 2.04 1.91
H -5.27 4.20 1.24
H -3.47 5.46 0.22
H -1.24 5.52 -0.85
H 0.05 3.46 -1.16
Se -2.38 -2.04 6.23
P -0.72 -2.67 5.08
C 0.81 -2.39 6.02
C 1.58 -3.38 6.62
C 2.66 -3.03 7.42
C 3.00 -1.70 7.61
C 2.25 -0.71 6.99
C 1.16 -1.05 6.21
C -0.90 -4.44 4.73
C -0.87 -5.37 5.77
C -1.12 -6.71 5.50
C -1.44 -7.12 4.21
C -1.52 -6.19 3.19
C -1.26 -4.85 3.46
C -0.44 -1.79 3.53
C 0.25 -1.91 2.31
N 0.12 -0.71 1.71
N -0.57 0.09 2.49
N -0.92 -0.53 3.59
P 1.36 -3.05 1.42
Se 2.55 -2.10 -0.02
C 0.38 -4.31 0.54
C -0.76 -3.86 -0.12
C -1.44 -4.69 -0.99
C -0.99 -5.98 -1.22
C 0.15 -6.43 -0.58
C 0.84 -5.60 0.29
C 2.35 -3.92 2.67
C 3.55 -3.31 3.06
C 4.39 -3.94 3.96
C 4.07 -5.20 4.45
C 2.88 -5.81 4.08
C 2.01 -5.16 3.21
H 1.35 -4.42 6.46
H 3.25 -3.82 7.88
H 3.85 -1.44 8.22
H 2.51 0.33 7.11
H 0.56 -0.28 5.73
H -0.69 -5.05 6.78
H -1.08 -7.43 6.31
H -1.64 -8.16 4.01
H -1.79 -6.49 2.19
H -1.35 -4.11 2.67
H -1.09 -2.84 0.04
H -2.32 -4.31 -1.51
H -1.51 -6.63 -1.92
H 0.53 -7.43 -0.77
H 1.76 -5.95 0.75
H 3.81 -2.36 2.63
H 5.31 -3.45 4.26
H 4.74 -5.70 5.14
H 2.62 -6.78 4.47
H 1.07 -5.63 2.95
Br 2.24 2.64 5.24
C 3.24 2.01 3.75
C 4.60 1.80 3.89
N 5.37 1.40 2.89
C 4.78 1.23 1.70
C 3.42 1.41 1.47
C 2.62 1.79 2.54
C 2.83 1.18 0.09
O 3.59 1.04 -0.86
O 1.56 1.18 0.09
H 5.08 1.95 4.85
H 5.41 0.92 0.87
H 1.55 1.90 2.39
Br 2.98 3.92 -3.38
C 1.90 2.62 -4.25
C 1.61 2.79 -5.59
C 0.82 1.84 -6.23
C 0.33 0.75 -5.52
C 0.61 0.61 -4.17
C 1.41 1.55 -3.52
C 0.01 -0.57 -3.41
O -0.38 -1.54 -4.07
O -0.08 -0.43 -2.15
H 2.00 3.65 -6.13
H 0.59 1.96 -7.28
H -0.28 0.00 -5.99
H 1.68 1.43 -2.48
```

HOMO-LUMO gap: 6.96 eV
charge: -2
LUMO level: 3.71 eV
molar mass: 1225.7 g/mol
HOMO energy: -0.1194 Eh

# 4
Entry from the OMol25 dataset: a structure of composition C49H34N2O2S7Ti (wB97M-V/def2-TZVPD).

Structure (XYZ):
```
95
Properties=species:S:1:pos:R:3
Ti 0.71 -0.27 -0.02
C -4.86 5.18 0.48
C -3.83 4.13 0.77
C -3.80 3.48 2.00
C -2.85 2.51 2.27
C -1.90 2.20 1.30
C -1.94 2.80 0.06
C -2.89 3.77 -0.19
S -0.75 0.90 1.74
O -1.46 0.04 2.70
C 0.52 1.77 2.64
C 0.28 3.00 3.31
C 1.24 3.50 4.13
C 2.44 2.78 4.38
C 3.39 3.24 5.32
C 4.49 2.50 5.61
C 4.70 1.26 4.97
C 3.81 0.80 4.04
C 2.66 1.56 3.71
C 1.70 1.09 2.75
C 1.99 -0.20 2.03
C 1.81 -1.41 2.86
C 0.96 -1.41 3.97
C 0.79 -2.54 4.73
C 1.48 -3.71 4.42
C 2.34 -3.73 3.34
C 2.53 -2.58 2.56
C 3.49 -2.58 1.49
C 3.72 -1.48 0.75
C 2.96 -0.26 0.96
S 3.81 1.27 0.62
O 5.10 1.31 1.36
C 4.31 1.16 -1.11
C 4.27 0.08 -1.97
C 4.69 0.24 -3.29
C 5.14 1.45 -3.76
C 5.58 1.62 -5.19
C 5.20 2.53 -2.88
C 4.79 2.38 -1.57
H -5.60 5.24 1.27
H -5.37 4.97 -0.45
H -4.39 6.16 0.38
H -4.53 3.73 2.75
H -2.85 1.97 3.21
H -1.26 2.50 -0.73
H -2.93 4.23 -1.17
H -0.65 3.52 3.17
H 1.08 4.44 4.65
H 3.21 4.19 5.81
H 5.21 2.85 6.33
H 5.57 0.67 5.21
H 4.00 -0.14 3.54
H 0.40 -0.52 4.21
H 0.12 -2.52 5.58
H 1.34 -4.60 5.01
H 2.89 -4.62 3.09
H 4.07 -3.48 1.32
H 4.53 -1.47 0.03
H 3.91 -0.88 -1.64
H 4.65 -0.62 -3.95
H 5.51 0.68 -5.74
H 6.61 1.97 -5.25
H 4.95 2.35 -5.71
H 5.57 3.49 -3.22
H 4.85 3.22 -0.89
C 1.56 -2.63 -3.57
C 1.49 -2.25 -2.22
N 1.36 -0.99 -1.83
C 1.33 -0.02 -2.78
C 1.40 -0.31 -4.15
C 1.50 -1.65 -4.54
C 1.38 0.78 -5.09
C 1.34 2.06 -4.67
C 1.31 2.37 -3.27
C 1.33 3.69 -2.79
C 1.33 3.90 -1.43
C 1.27 2.81 -0.57
N 1.23 1.55 -0.99
C 1.28 1.34 -2.33
H 1.64 -3.67 -3.82
H 1.51 -2.99 -1.42
H 1.53 -1.91 -5.59
H 1.41 0.54 -6.15
H 1.35 2.88 -5.38
H 1.36 4.51 -3.48
H 1.37 4.90 -1.02
H 1.26 2.95 0.50
S -2.50 -5.32 -3.81
C -2.04 -4.15 -2.75
S -1.19 -4.45 -1.28
C -1.02 -2.80 -0.75
C -1.58 -1.86 -1.56
S -1.50 -0.15 -1.26
S -2.36 -2.47 -2.99
S -0.07 -2.44 0.68
```

HOMO-LUMO gap (spin up / spin down): 5.40 / 5.37 eV
charge: 0
LUMO level (spin up / spin down): -1.13 / -1.18 eV
relative energy (zero: lowest compared OMol25 entry of this formula, charge and spin): 0.0 kcal per mole
molar mass: 955.2 g/mol
HOMO energy (spin up / spin down): -0.2401 / -0.2407 Eh